[1]
An isolated molecule of C18H15NO4S, computed with wB97M-V/def2-TZVPD.

Structure (XYZ):
```
39
Properties=species:S:1:pos:R:3:forces:R:3:lowdin_charge:R:1
O 3.383 -2.257 -4.397 0.08 0.15 -0.08 0.11
C 2.546 -2.862 -3.786 0.01 0.17 -0.37 -0.54
O 2.710 -4.129 -3.388 -0.12 -0.65 0.30 0.11
C 1.217 -2.304 -3.328 0.26 -0.08 0.04 -0.05
C 1.452 -1.692 -1.969 -0.16 0.02 0.07 -0.23
C 2.005 -0.422 -1.862 -0.05 -0.10 0.05 -0.02
C 2.248 0.138 -0.622 0.02 0.00 0.24 -0.01
C 1.955 -0.574 0.538 -0.21 -0.53 -0.67 -0.30
N 2.202 -0.025 1.795 -0.16 0.10 1.06 -0.05
S 1.082 -0.156 3.046 0.30 0.45 -0.25 0.67
O 1.521 0.794 4.023 -0.04 0.20 -0.20 -0.28
O 0.943 -1.528 3.420 -0.20 -0.01 -0.33 -0.28
C -0.420 0.418 2.265 0.52 -0.03 0.40 -0.26
C -1.311 -0.510 1.716 -0.34 -0.22 -0.15 -0.05
C -2.416 -0.063 1.048 0.19 -0.10 0.11 -0.01
C -2.668 1.321 0.913 0.21 0.19 0.14 -0.16
C -3.803 1.810 0.232 -0.13 0.17 -0.07 -0.03
C -4.029 3.154 0.128 -0.10 -0.30 -0.07 -0.07
C -3.134 4.073 0.697 0.27 0.11 0.16 -0.08
C -2.023 3.634 1.362 -0.13 0.17 -0.06 -0.03
C -1.760 2.253 1.487 -0.14 -0.31 -0.12 -0.15
C -0.623 1.762 2.161 0.06 0.02 0.10 0.00
C 1.424 -1.856 0.435 0.11 0.02 -0.02 -0.03
C 1.176 -2.404 -0.809 -0.01 0.17 -0.10 -0.01
H 3.588 -4.456 -3.639 -0.06 0.31 -0.07 0.13
H 0.891 -1.545 -4.038 0.04 -0.11 -0.02 0.13
H 0.491 -3.112 -3.265 -0.05 0.07 -0.04 0.12
H 2.248 0.131 -2.756 0.03 0.07 -0.10 0.12
H 2.675 1.127 -0.549 0.02 0.13 0.00 0.11
H 2.632 0.887 1.790 -0.01 0.13 0.13 0.12
H -1.107 -1.560 1.850 -0.07 -0.14 -0.04 0.11
H -3.117 -0.762 0.617 -0.05 -0.09 -0.03 0.12
H -4.492 1.101 -0.203 -0.08 -0.06 -0.05 0.11
H -4.902 3.520 -0.393 -0.08 -0.01 -0.05 0.10
H -3.331 5.131 0.606 0.02 0.09 0.01 0.10
H -1.330 4.334 1.804 0.06 0.10 0.04 0.11
H 0.082 2.443 2.615 0.06 0.15 0.04 0.12
H 1.225 -2.411 1.337 0.00 -0.14 0.01 0.10
H 0.770 -3.402 -0.879 -0.05 -0.12 -0.01 0.12
```
Positions in Å, forces in eV/Å.

Calculated values
energy relative to the best compared isomer or geometry (same formula, charge and spin)	0.995	eV
DFT total energy	-1448.8582	hartree
2S+1	1
total charge	0
SMILES	O=C(O)Cc1ccc(NS(=O)(=O)c2ccc3ccccc3c2)cc1
LUMO	-0.08	eV


[2]
C18H16BF2HoN8O7 as an isolated structure, computed with wB97M-V/def2-TZVPD.

Structure (XYZ):
```
53
Properties=species:S:1:pos:R:3:forces:R:3:lowdin_spin:R:1
Ho 0.208 0.567 0.180 0.58 0.11 -0.37 4.03
N 1.294 5.217 1.956 0.20 0.11 0.21 0.00
C 2.142 5.024 3.034 -0.09 0.00 -0.13 0.00
C 2.004 3.727 3.378 -0.09 -0.13 -0.10 0.00
N 1.096 3.133 2.518 0.00 -0.28 0.05 0.00
C 0.681 4.059 1.665 -0.42 -0.10 -0.30 0.00
C -0.377 3.943 0.652 0.41 0.16 0.40 0.00
N -0.973 2.846 0.273 0.03 -0.10 -0.18 0.00
C -1.905 3.210 -0.663 0.02 -0.09 0.09 0.00
C -1.869 4.559 -0.844 0.07 0.08 0.10 0.00
N -0.891 5.021 0.005 -0.18 -0.03 -0.16 0.00
H 1.187 6.089 1.470 0.00 -0.02 -0.06 0.00
H 2.749 5.815 3.434 0.00 0.00 -0.01 0.00
H 2.471 3.151 4.155 0.03 0.03 0.01 0.00
H -2.529 2.469 -1.133 0.00 0.00 0.01 0.00
H -2.443 5.224 -1.463 0.01 -0.02 -0.02 0.00
H -0.659 5.989 0.128 0.01 0.02 0.03 0.00
O -1.652 0.382 1.816 -0.20 -0.01 0.30 0.00
C -2.011 -0.343 0.873 0.02 -0.13 -0.55 0.00
O -1.884 0.044 -0.350 -0.73 -0.11 0.18 0.00
C -2.175 -1.811 1.071 -0.49 -0.32 0.27 0.00
C -3.311 -2.461 1.480 0.91 -0.49 -0.26 0.00
C -3.225 -3.861 1.576 -0.67 -0.56 0.51 0.00
C -2.102 -4.607 1.283 -0.17 0.57 -0.07 0.00
C -0.966 -3.941 0.846 -0.71 1.45 0.25 0.00
C -0.942 -2.490 0.803 0.33 -0.76 -0.25 0.00
O 0.107 -1.800 0.544 -0.02 0.32 0.02 0.00
N 0.146 -4.721 0.435 1.47 -0.89 -0.55 0.00
O 0.209 -5.896 0.836 0.23 1.71 -0.78 0.00
O 0.988 -4.196 -0.337 -1.18 -1.21 1.25 0.00
N -4.439 -4.605 2.003 0.47 0.51 -0.90 0.00
O -4.383 -5.816 2.032 -0.07 -0.14 0.29 0.00
O -5.440 -3.947 2.208 -0.13 -0.07 0.30 0.00
H -4.228 -1.946 1.713 -0.07 -0.01 -0.01 0.00
H -2.106 -5.681 1.363 -0.08 -0.03 0.00 0.00
C 2.790 -3.543 -3.027 0.06 -0.18 -0.02 0.00
C 2.297 -2.151 -2.865 -0.88 0.25 1.03 0.00
C 2.564 -0.996 -3.581 -0.14 -0.32 0.13 0.00
C 1.815 0.011 -2.982 -1.22 -0.21 1.52 0.00
N 1.095 -0.489 -1.920 1.30 0.17 -1.27 0.00
N 1.413 -1.809 -1.880 0.90 0.25 -1.14 0.00
C 1.713 1.448 -3.358 -0.04 0.19 -0.06 0.00
H 3.570 -3.568 -3.787 -0.02 -0.02 0.02 0.00
H 1.988 -4.219 -3.332 0.01 0.06 -0.01 0.00
H 3.194 -3.935 -2.093 0.00 0.04 -0.02 0.00
H 3.201 -0.911 -4.445 0.02 0.01 0.01 0.00
H 1.048 -2.382 -1.119 0.01 -0.05 -0.03 0.00
H 1.828 1.565 -4.436 0.02 -0.01 0.01 0.00
H 2.468 2.054 -2.854 0.00 -0.10 0.00 0.00
H 0.745 1.861 -3.070 0.03 -0.06 -0.01 0.00
F 1.501 2.095 -0.427 0.23 0.00 -0.12 0.00
B 0.903 1.469 2.480 0.17 0.45 0.43 -0.01
F 1.097 1.156 3.757 0.06 -0.07 -0.05 0.00
```
Positions in Å, forces in eV/Å.

Calculated values
energy relative to the best compared isomer or geometry (same formula, charge and spin)	0.059	eV
DFT total energy	-2832.9811	hartree
2S+1	5
expectation value of S²	6.004
total charge	0
LUMO (alpha / beta)	-0.64 / -0.64	eV


[3]
C18H16BrN3O as an isolated structure, computed with wB97M-V/def2-TZVPD.

Structure (XYZ):
```
39
Properties=species:S:1:pos:R:3:forces:R:3:lowdin_charge:R:1
C -1.765 0.131 -2.955 -2.15 0.65 -3.81 -0.05
C -1.823 -0.499 -1.689 -3.38 -2.20 2.85 -0.18
N -1.340 0.342 -0.642 -1.43 -8.99 -0.23 -0.07
N -1.552 1.597 -0.754 -5.62 -2.16 -2.31 0.08
C -0.615 2.366 -0.606 2.06 11.99 6.22 -0.38
O -0.966 3.638 -0.367 1.82 -4.02 -1.98 -0.03
C 0.650 1.914 -0.027 1.52 -1.39 -7.20 -0.08
C 1.322 1.043 -1.043 2.00 3.46 7.34 -0.02
C 2.600 0.722 -0.708 3.50 -0.05 1.44 -0.60
C 3.353 1.329 0.392 -5.67 4.74 -0.32 -0.01
N 2.679 2.545 1.100 1.68 -4.84 -3.77 0.14
C 1.392 2.774 0.688 9.83 -12.64 -8.25 -0.08
H 1.092 3.309 1.249 -7.99 13.34 11.85 -0.02
H 4.357 1.227 0.702 0.78 -0.70 0.02 0.08
Br 3.534 -0.676 -1.717 -0.44 0.74 0.43 0.69
H 0.754 0.471 -1.585 -2.64 -2.81 -3.56 0.04
H -2.504 1.865 -0.782 -0.87 1.21 -0.23 0.20
C -2.599 -1.741 -1.412 7.03 9.78 -7.47 -0.09
C -2.792 -2.011 -0.226 -6.25 -6.93 14.70 -0.19
C -2.510 -1.382 1.018 0.66 -0.11 -9.44 0.02
C -1.566 -0.286 0.667 1.37 3.98 7.27 -0.22
C -0.247 -0.641 1.321 -0.65 -6.78 -9.86 -0.25
C 0.481 -1.664 0.539 -3.57 -2.34 -1.67 0.01
C 1.679 -2.167 1.034 -5.55 -7.87 -12.84 -0.22
C 2.398 -1.443 1.678 11.79 3.67 13.57 -0.25
C 1.877 -0.553 2.595 -2.23 0.09 -1.22 -0.05
C 0.543 -0.328 2.230 1.70 10.12 9.26 -0.13
H 0.098 0.828 2.741 0.96 -3.27 -0.45 0.19
H 2.221 -0.134 3.541 0.54 -0.06 -0.82 0.12
H 3.417 -1.992 2.281 -2.11 1.70 -2.63 0.20
H 2.223 -2.918 0.274 -1.45 1.07 2.02 0.15
H -0.057 -2.272 -0.470 1.60 1.96 3.23 0.19
H -1.792 0.579 1.445 -0.30 -0.68 -1.68 0.18
H -2.807 -1.795 1.884 -0.70 -0.61 3.02 0.07
H -3.582 -3.036 -0.048 2.32 2.81 -0.51 0.19
H -2.812 -2.088 -2.297 -1.71 -2.91 -3.98 0.06
H -2.589 0.854 -3.401 1.17 -0.86 1.91 0.15
H -0.872 0.683 -2.863 1.30 0.81 -1.39 0.06
H -1.883 -0.594 -3.789 1.08 0.11 0.50 0.11
```
Positions in Å, forces in eV/Å.

Calculated values
energy relative to the best compared isomer or geometry (same formula, charge and spin)	18.394	eV
DFT total energy	-3508.3771	hartree
2S+1	1
total charge	0
LUMO	-0.92	eV


[4]
C18H16Cl2N6O2SSe2Zn as an isolated structure, computed with wB97M-V/def2-TZVPD.

Structure (XYZ):
```
48
Properties=species:S:1:pos:R:3:forces:R:3:lowdin_charge:R:1
Zn -0.385 0.375 -0.334 -0.12 0.14 -0.51 0.30
C 3.201 0.431 2.801 0.04 -0.02 -0.07 -0.02
O 1.969 1.008 3.263 -0.02 0.02 -0.03 -0.01
C 0.951 0.929 2.409 0.05 0.03 -0.07 -0.58
O 1.047 0.410 1.305 -0.07 -0.02 0.01 -0.05
N -0.163 1.486 2.926 -0.01 0.05 0.02 0.02
N -1.322 1.503 2.162 -0.13 0.04 0.04 -0.01
H 3.934 0.665 3.565 -0.01 -0.01 0.02 0.10
H 3.490 0.864 1.846 -0.01 0.04 0.01 0.10
H 3.093 -0.646 2.687 -0.02 0.00 0.03 0.10
H -0.071 2.025 3.773 -0.02 -0.02 0.02 0.16
H -1.530 2.427 1.797 0.08 0.02 -0.06 0.03
H -2.103 1.131 2.687 0.04 -0.04 -0.01 0.09
Cl -1.357 -1.458 1.560 -0.06 -0.18 0.27 0.75
C -1.861 -2.768 0.545 -0.04 -0.20 -0.22 -0.65
C -2.035 -4.012 1.125 0.06 0.11 0.06 -0.12
C -2.416 -5.083 0.338 -0.01 -0.03 0.00 -0.09
C -2.583 -4.901 -1.026 0.01 -0.06 0.03 -0.12
C -2.392 -3.650 -1.587 0.05 0.10 0.13 -0.70
Cl -2.572 -3.499 -3.306 -0.03 -0.02 -0.03 0.65
C -2.056 -2.518 -0.819 0.02 -0.05 -0.07 -0.74
S -1.961 -0.945 -1.560 0.34 0.49 0.30 0.58
H -1.872 -4.126 2.188 -0.02 -0.02 -0.01 0.10
H -2.580 -6.053 0.785 0.03 -0.01 -0.03 0.10
H -2.860 -5.731 -1.662 0.00 0.03 -0.03 0.10
Se 1.522 -3.765 -2.535 -0.11 -0.38 -0.06 1.17
N 2.683 -2.867 -3.502 0.26 0.14 -0.11 -0.23
C 2.635 -1.619 -3.072 -0.28 -0.07 0.24 -0.39
C 3.444 -0.546 -3.530 0.11 0.22 0.00 0.01
C 3.255 0.669 -2.954 0.25 -0.19 -0.27 -0.03
C 2.253 0.851 -1.960 -0.30 -0.08 0.16 -0.12
N 1.485 -0.099 -1.499 -0.01 0.11 -0.04 0.06
C 1.684 -1.352 -2.011 0.15 -0.29 -0.18 -0.44
N 1.013 -2.398 -1.574 -0.14 0.33 0.28 -0.22
H 4.189 -0.718 -4.296 -0.04 0.01 -0.03 0.12
H 3.847 1.520 -3.261 -0.04 0.04 0.04 0.11
H 2.062 1.842 -1.564 -0.01 0.04 0.01 0.05
Se -0.345 2.847 -0.668 -0.07 -0.15 0.06 0.68
C -1.190 3.267 -2.333 0.12 -0.12 0.18 -0.64
C -1.233 4.595 -2.746 -0.01 -0.04 -0.02 -0.14
C -1.842 4.900 -3.953 0.02 0.00 0.02 -0.17
N -2.397 3.995 -4.756 -0.03 0.01 -0.08 0.04
C -2.350 2.728 -4.351 0.02 0.02 0.03 -0.15
C -1.765 2.313 -3.164 -0.01 0.10 -0.08 -0.12
H -0.798 5.374 -2.135 -0.01 0.02 -0.02 0.09
H -1.883 5.928 -4.297 0.01 0.00 0.03 0.10
H -2.808 1.999 -5.012 0.01 -0.02 0.02 0.10
H -1.768 1.267 -2.903 -0.01 -0.08 0.00 0.01
```
Positions in Å, forces in eV/Å.

Calculated values
energy relative to the best compared isomer or geometry (same formula, charge and spin)	0.000	eV
DFT total energy	-9075.3528	hartree
2S+1	1
total charge	0
LUMO	-1.36	eV


Question: The lowest DFT total energy belongs to which entry?
Answer: C18H16Cl2N6O2SSe2Zn


Please write out number 3 again, unchanged.
C18H16BrN3O as an isolated structure, computed with wB97M-V/def2-TZVPD.

Structure (XYZ):
```
39
Properties=species:S:1:pos:R:3:forces:R:3:lowdin_charge:R:1
C -1.765 0.131 -2.955 -2.15 0.65 -3.81 -0.05
C -1.823 -0.499 -1.689 -3.38 -2.20 2.85 -0.18
N -1.340 0.342 -0.642 -1.43 -8.99 -0.23 -0.07
N -1.552 1.597 -0.754 -5.62 -2.16 -2.31 0.08
C -0.615 2.366 -0.606 2.06 11.99 6.22 -0.38
O -0.966 3.638 -0.367 1.82 -4.02 -1.98 -0.03
C 0.650 1.914 -0.027 1.52 -1.39 -7.20 -0.08
C 1.322 1.043 -1.043 2.00 3.46 7.34 -0.02
C 2.600 0.722 -0.708 3.50 -0.05 1.44 -0.60
C 3.353 1.329 0.392 -5.67 4.74 -0.32 -0.01
N 2.679 2.545 1.100 1.68 -4.84 -3.77 0.14
C 1.392 2.774 0.688 9.83 -12.64 -8.25 -0.08
H 1.092 3.309 1.249 -7.99 13.34 11.85 -0.02
H 4.357 1.227 0.702 0.78 -0.70 0.02 0.08
Br 3.534 -0.676 -1.717 -0.44 0.74 0.43 0.69
H 0.754 0.471 -1.585 -2.64 -2.81 -3.56 0.04
H -2.504 1.865 -0.782 -0.87 1.21 -0.23 0.20
C -2.599 -1.741 -1.412 7.03 9.78 -7.47 -0.09
C -2.792 -2.011 -0.226 -6.25 -6.93 14.70 -0.19
C -2.510 -1.382 1.018 0.66 -0.11 -9.44 0.02
C -1.566 -0.286 0.667 1.37 3.98 7.27 -0.22
C -0.247 -0.641 1.321 -0.65 -6.78 -9.86 -0.25
C 0.481 -1.664 0.539 -3.57 -2.34 -1.67 0.01
C 1.679 -2.167 1.034 -5.55 -7.87 -12.84 -0.22
C 2.398 -1.443 1.678 11.79 3.67 13.57 -0.25
C 1.877 -0.553 2.595 -2.23 0.09 -1.22 -0.05
C 0.543 -0.328 2.230 1.70 10.12 9.26 -0.13
H 0.098 0.828 2.741 0.96 -3.27 -0.45 0.19
H 2.221 -0.134 3.541 0.54 -0.06 -0.82 0.12
H 3.417 -1.992 2.281 -2.11 1.70 -2.63 0.20
H 2.223 -2.918 0.274 -1.45 1.07 2.02 0.15
H -0.057 -2.272 -0.470 1.60 1.96 3.23 0.19
H -1.792 0.579 1.445 -0.30 -0.68 -1.68 0.18
H -2.807 -1.795 1.884 -0.70 -0.61 3.02 0.07
H -3.582 -3.036 -0.048 2.32 2.81 -0.51 0.19
H -2.812 -2.088 -2.297 -1.71 -2.91 -3.98 0.06
H -2.589 0.854 -3.401 1.17 -0.86 1.91 0.15
H -0.872 0.683 -2.863 1.30 0.81 -1.39 0.06
H -1.883 -0.594 -3.789 1.08 0.11 0.50 0.11
```
Positions in Å, forces in eV/Å.

Calculated values
energy relative to the best compared isomer or geometry (same formula, charge and spin)	18.394	eV
DFT total energy	-3508.3771	hartree
2S+1	1
total charge	0
LUMO	-0.92	eV